<a>
Computed, not measured: a molecular structure, C2H2O3S, with the ωB97M-V functional and the def2-TZVPD basis.

Positions of all 8 atoms, in Å:
1 O 0.33721 -1.53449 1.26340
2 C -0.39933 0.38365 0.18263
3 C 0.16533 -0.89773 0.11649
4 H -1.04014 -0.22928 1.72497
5 S 0.16222 1.46219 -0.84080
6 O -1.27793 0.53982 1.17820
7 O 0.70539 -1.26853 -1.09860
8 H 1.73119 -1.97556 -0.81091

Values from the calculation:
- E_HOMO (eV) = -9.4164

---

<b>
Computed, not measured: C2H2O3S in the gas phase, with the ωB97M-V functional and the def2-TZVPD basis.

Positions of all 8 atoms, in Å:
1 O 1.72894 1.12666 -1.78905
2 H -1.17880 -1.03133 -0.43076
3 C 0.30005 0.34389 0.14735
4 S 0.33979 0.90417 -1.79719
5 O -0.48386 1.91964 -1.27160
6 C -0.41269 -0.63473 0.04866
7 H 1.04449 0.90282 0.71841
8 O -0.21151 -0.12483 -2.59162

Values from the calculation:
- E_HOMO (eV) = -11.4832

---

<c>
Computed, not measured: 2 unconnected molecules or ions with the total composition C2H2O3S, with the ωB97M-V functional and the def2-TZVPD basis.

Positions of all 8 atoms, in Å:
1 H -1.48338 1.28114 -1.74223
2 O -0.09246 -1.04324 -0.16934
3 C -0.63222 0.63958 -1.87035
4 O 2.03847 -0.31539 2.15135
5 C -0.33910 -0.23907 -0.97850
6 H -0.01095 0.81764 -2.72533
7 O -0.31152 -0.15421 2.79513
8 S 0.83114 -0.98645 2.53926

Values from the calculation:
- E_HOMO (eV) = -9.7255

---

Tell me which of them is the least stable. Sure, it is <b>.

---

<a>
Computed, not measured: C2H2O3S in the gas phase, with the ωB97M-V functional and the def2-TZVPD basis.

Positions of all 8 atoms, in Å:
1 S 1.40059 0.31747 -0.73469
2 H -0.95889 1.01492 0.27766
3 H -2.21067 -0.22005 0.68582
4 O -0.27745 -0.59249 1.53488
5 O 0.86793 0.68630 -2.00699
6 C -1.25119 0.09643 0.72304
7 O 2.63560 -0.45423 -0.69553
8 C -0.20591 -0.84836 0.21581

Values from the calculation:
- E_HOMO (eV) = -10.4140
- SMILES = O=S(=O)=C1CO1

---

<b>
Computed, not measured: C2H2O3S in the gas phase, with the ωB97M-V functional and the def2-TZVPD basis.

Positions of all 8 atoms, in Å:
1 S -0.51423 0.75137 1.84059
2 O -1.04753 0.69825 -1.52877
3 O 1.64619 0.68978 0.30394
4 C 0.35487 0.54253 0.46750
5 H 2.04788 0.65074 1.24802
6 H -1.18906 -1.90226 -1.24873
7 C -0.58359 -0.02801 -0.63644
8 O -0.71454 -1.40240 -0.44612

Values from the calculation:
- E_HOMO (eV) = -9.4065
- SMILES = O=C(O)C(O)=S

---

Tell me which of them is the least stable. Sure, it is <a>.

---

<a>
Computed, not measured: C2H2O3S in the gas phase, with the ωB97M-V functional and the def2-TZVPD basis.

Positions of all 8 atoms, in Å:
1 O -1.10414 -1.52313 0.61157
2 C -0.91769 -0.32024 -0.05452
3 S 1.03353 1.49037 -0.30542
4 C 0.54377 0.00108 0.08512
5 O 1.25941 -0.96659 0.58013
6 H 0.64214 -1.69282 0.88393
7 H -1.93038 -1.83939 0.09299
8 O -1.78085 0.18988 -0.72592

Values from the calculation:
- E_HOMO (eV) = -9.3116
- SMILES = O=C(O)C(O)=S

---

<b>
Computed, not measured: 2 unconnected molecules or ions with the total composition C2H2O3S, with the ωB97M-V functional and the def2-TZVPD basis.

Positions of all 8 atoms, in Å:
1 H 0.85998 0.69525 -0.43853
2 O -0.86655 2.78472 -1.25990
3 O 0.27840 -2.86453 1.65845
4 C -0.01132 -0.66336 0.17612
5 S 0.71081 -2.12765 0.47495
6 H -1.08023 -0.43550 0.65378
7 C -0.24724 2.63384 -0.32889
8 O 0.35614 -0.02278 -0.93599

Values from the calculation:
- E_HOMO (spin up / spin down) (eV) = -9.4348 / -9.4351

---

Tell me which of them is the least stable. Sure, it is <b>.

---

<a>
Computed, not measured: C5H10O in the gas phase, with the ωB97M-V functional and the def2-TZVPD basis.

Positions of all 16 atoms, in Å:
1 H 2.11891 -0.57924 -1.54176
2 H -1.25426 0.49262 -1.93765
3 H -2.48298 0.04500 -0.73661
4 O 0.98184 1.68077 0.03441
5 H -1.55379 1.55163 -0.54827
6 C 0.90116 0.48366 -0.14652
7 H -0.32960 -1.25591 -0.42805
8 H -0.09924 -0.83802 2.03313
9 C 2.11739 -0.35482 -0.46783
10 C -0.44385 -0.23233 -0.04713
11 C -0.84082 -0.29661 1.43360
12 C -1.49880 0.50710 -0.86939
13 H 2.09340 -1.31431 0.05891
14 H -1.80586 -0.80161 1.54700
15 H -0.93099 0.71729 1.83743
16 H 3.02748 0.19476 -0.22127

Values from the calculation:
- E_HOMO (eV) = -9.5328
- SMILES = CC(=O)C(C)C

---

<b>
Computed, not measured: 2 unconnected molecules or ions with the total composition C5H10O, with the ωB97M-V functional and the def2-TZVPD basis.

Positions of all 16 atoms, in Å:
1 H 0.79519 -2.73300 -0.07787
2 C 0.52916 -0.42063 0.63355
3 C -0.06555 0.74692 -0.04836
4 H -0.43197 -3.43464 0.46874
5 H -0.75345 -1.07157 -1.10909
6 C 0.12466 -0.48605 -0.84157
7 C 0.23720 2.18798 -0.18745
8 H 0.91906 -0.50443 -1.58567
9 O 0.47999 -3.59999 0.20513
10 H 1.59190 -0.39967 0.86676
11 H -1.94587 1.81857 -0.52490
12 H -1.46118 1.88241 1.24093
13 H 0.84750 2.66303 0.57701
14 C -1.15188 1.71780 0.21152
15 H 0.35955 2.59569 -1.18805
16 H -0.07432 -0.96242 1.35932

Values from the calculation:
- E_HOMO (eV) = -10.3709
- SMILES = C1CC12CC2.O

---

<c>
Computed, not measured: C5H10O in the gas phase, with the ωB97M-V functional and the def2-TZVPD basis.

Positions of all 16 atoms, in Å:
1 H -1.74163 0.69947 1.28579
2 H -0.76830 1.95557 0.37112
3 O -1.67802 0.55934 -1.01266
4 H -0.03726 -1.86602 0.61239
5 H 0.90412 1.10713 -1.52165
6 H 2.03213 -0.30835 0.95383
7 H 0.62758 0.72003 1.19395
8 C 1.49801 0.54063 0.52316
9 H -0.76159 -2.15065 -0.99078
10 H -1.79186 -1.67089 0.36864
11 C 0.86286 0.24496 -0.84610
12 C -0.58295 -0.08531 -0.45594
13 H 1.32026 -0.61013 -1.35676
14 C -0.80894 -1.53105 -0.08983
15 C -1.17108 0.94335 0.38016
16 H 2.09667 1.45192 0.58467

Values from the calculation:
- E_HOMO (eV) = -10.0152
- SMILES = CC[C@@]1(C)CO1

---

Tell me which of them is the least stable. Sure, it is <b>.

---

<a>
Computed, not measured: C5H10O in the gas phase, with the ωB97M-V functional and the def2-TZVPD basis.

Positions of all 16 atoms, in Å:
1 O 1.75662 -0.68564 0.71024
2 H -0.45173 1.92789 -1.52095
3 H -0.43652 -2.25290 0.84594
4 H -0.02950 -0.92892 -1.74702
5 C 0.32138 -0.04388 -1.20623
6 C -0.58823 1.07680 -0.88405
7 H -0.50293 1.59475 1.37074
8 H 0.93444 1.81185 0.35392
9 H -0.72310 -0.99018 2.08006
10 C -0.66948 -1.16073 0.98352
11 C 0.42853 -0.25797 0.30739
12 H 2.02661 -1.40728 0.12139
13 C 0.05215 1.17729 0.45477
14 H 1.29301 0.32184 -1.61799
15 H -1.80154 -1.01900 0.69162
16 H -1.60972 0.83609 -0.94336

Values from the calculation:
- E_HOMO (eV) = -10.0000
- SMILES = CC1(O)CCC1

---

<b>
Computed, not measured: C5H10O in the gas phase, with the ωB97M-V functional and the def2-TZVPD basis.

Positions of all 16 atoms, in Å:
1 H 1.70494 1.76467 -0.33838
2 H 1.21969 -0.76204 -0.32589
3 H 0.93189 -0.60752 1.97791
4 C -0.14722 0.72835 -0.84690
5 C 0.18042 -0.04216 1.39516
6 H -1.78216 -1.40119 -0.35184
7 H -0.80153 -0.22446 1.86960
8 C 0.17582 -0.52653 -0.06412
9 H 0.19383 0.45067 -1.84073
10 C -0.72879 -1.69994 -0.41521
11 H -1.21851 0.97951 -0.86941
12 H 0.27714 2.81232 -0.29312
13 H -0.57192 -2.10251 -1.42785
14 H -0.55237 -2.51459 0.28754
15 O 0.48420 1.36375 1.33239
16 C 0.63456 1.78169 -0.08914

Values from the calculation:
- E_HOMO (eV) = -9.6131
- SMILES = C[C@H]1CCOC1

---

Tell me which of them is the least stable. Sure, it is <a>.

---

<a>
Computed, not measured: a molecular structure, C5H10O, with the ωB97M-V functional and the def2-TZVPD basis.

Positions of all 16 atoms, in Å:
1 C -0.45946 0.52093 0.41349
2 C 0.57004 -0.41311 0.11754
3 C 1.91651 0.04119 -0.35611
4 H 2.69135 -0.71100 -0.19309
5 H 0.29879 -1.43971 -0.13860
6 H -0.94679 2.69711 0.37423
7 O 0.90611 -0.69592 1.92600
8 C -1.81358 0.69130 -0.17056
9 H 1.84372 0.24455 -1.43253
10 H -2.05950 0.19985 -1.11191
11 H -0.37620 2.03585 -1.22423
12 H 0.06476 0.09700 1.74302
13 H 2.19802 0.97106 0.14446
14 H 0.46895 -1.51788 2.20850
15 C -0.78824 1.81238 -0.23979
16 H -2.66868 0.81768 0.49184

Values from the calculation:
- E_HOMO (eV) = -7.9643

---

<b>
Computed, not measured: a molecular structure, C5H10O, with the ωB97M-V functional and the def2-TZVPD basis.

Positions of all 16 atoms, in Å:
1 C 0.26622 -0.09638 0.14254
2 O -1.28040 -1.55275 -1.11700
3 H 2.41512 -0.29833 -0.04062
4 C -1.43340 0.94571 -0.46834
5 C -1.13587 -0.55435 -0.14466
6 H -1.28558 1.07253 -1.54670
7 C -0.12549 1.19000 0.23231
8 H -2.17451 -1.90562 -1.04750
9 H 1.39959 -1.26367 -1.11882
10 H 1.88528 0.93027 1.89269
11 H 1.60750 -1.78009 0.54838
12 C 1.50353 -0.89638 -0.08915
13 H 0.28170 2.10065 0.65172
14 H -2.36439 1.42893 -0.15995
15 H -1.64551 -0.82438 0.79247
16 H 2.08621 1.50387 1.47263

Values from the calculation:
- E_HOMO (eV) = -8.7706

---

Tell me which of them is the least stable. Sure, it is <a>.

---

<a>
Computed, not measured: C5H10O in the gas phase, with the ωB97M-V functional and the def2-TZVPD basis.

Positions of all 16 atoms, in Å:
1 H -3.06546 1.21545 0.81861
2 C 0.90423 -0.32855 -1.09570
3 H 2.66104 -1.52924 -1.48916
4 O 0.71473 0.85512 0.97808
5 C -2.14591 0.74193 1.17432
6 C -1.31566 0.22234 0.02041
7 H -2.44036 -0.07983 1.84076
8 H 0.28112 -0.80019 -1.86091
9 H -1.63722 1.47284 1.81792
10 C 0.01938 0.18058 -0.00038
11 H 2.64478 -0.79663 0.12343
12 H 1.37256 0.55918 -1.54222
13 H -1.84090 -0.10840 -0.86656
14 C 2.01964 -1.27285 -0.63853
15 H 1.61987 -2.20292 -0.22169
16 H 0.13581 1.62390 1.02518

Values from the calculation:
- E_HOMO (eV) = -8.6540
- SMILES = C/C=C(\O)CC

---

<b>
Computed, not measured: C5H10O in the gas phase, with the ωB97M-V functional and the def2-TZVPD basis.

Positions of all 16 atoms, in Å:
1 C -1.40681 -0.91061 0.29660
2 C 0.43614 0.96371 -2.35258
3 H 0.38251 -0.11497 -2.64415
4 H -1.07458 -2.03520 0.18987
5 H 0.94601 -0.85959 -0.69888
6 C -0.31655 -0.16109 0.91522
7 H -0.81021 0.77018 1.18630
8 C 0.52136 1.17447 -1.02706
9 H 1.64087 0.36772 0.55335
10 H -2.25410 -1.00961 0.97186
11 H 0.69847 -1.54289 1.78584
12 O 0.12226 -0.77762 2.04596
13 H 0.60286 2.21660 -0.61069
14 H 0.29369 1.82457 -3.04517
15 H -1.69533 -0.50679 -0.72352
16 C 0.81449 0.11867 -0.05426

Values from the calculation:
- E_HOMO (eV) = -9.5850
- SMILES = C=CC[C@@H](C)O

---

Tell me which of them is the least stable. Sure, it is <b>.

---

<a>
Computed, not measured: 2 unconnected molecules or ions with the total composition CHN3OS, with the ωB97M-V functional and the def2-TZVPD basis.

Positions of all 7 atoms, in Å:
1 O -1.80534 2.04848 -1.60561
2 N 1.74501 -1.64479 0.69787
3 S -2.41035 0.51364 0.51213
4 N 1.28712 -0.59169 0.32122
5 C -2.10335 1.45839 -0.66822
6 N 0.59093 0.19742 -0.03473
7 H 2.69598 -1.98145 0.77735

Values from the calculation:
- E_HOMO (eV) = -10.1566

---

<b>
Computed, not measured: CHN3OS in the gas phase, with the ωB97M-V functional and the def2-TZVPD basis.

Positions of all 7 atoms, in Å:
1 C -0.99929 0.05682 -0.00393
2 H 1.72806 -0.86362 0.43634
3 N 1.07040 0.88521 -0.09090
4 S -2.61075 0.11809 -0.09550
5 O -0.19146 -0.99279 0.00361
6 N -0.09502 1.29442 -0.00530
7 N 1.09806 -0.49814 -0.24432

Values from the calculation:
- E_HOMO (eV) = -9.4572
- SMILES = S=c1nn[nH]o1

---

Tell me which of them is the least stable. Sure, it is <b>.